C46H77BBrF18NO19SSi2 | ωB97M-V/def2-TZVPD

```
166
Properties=species:S:1:pos:R:3:forces:R:3
C 2.5041 -0.4834 1.9950 0.2 -0.1 0.0
C 3.2560 0.6949 1.3519 0.0 -0.2 -0.1
C 2.4810 1.4402 0.2393 0.4 -0.2 0.4
C 3.1175 1.2623 -1.1325 0.0 -0.4 0.2
N 2.8902 -0.1087 -1.6412 -0.2 0.2 -0.2
Si 2.7576 -0.3323 -3.3658 -0.6 0.1 -0.1
C 1.0194 0.0943 -3.9020 0.2 -0.3 -0.5
C 0.0128 -1.0710 -3.7580 -0.3 0.3 0.2
C -0.7822 -1.4039 -5.0359 0.0 -0.3 -0.1
C -2.2875 -1.5141 -4.7930 0.1 0.0 0.2
C -2.6666 -2.5288 -3.6969 -0.3 0.1 -0.3
C -3.2947 -3.8179 -4.2145 0.7 0.1 0.7
O -2.2889 -4.8202 -4.5030 -0.6 -0.4 -0.6
C -2.0613 -5.7281 -3.5280 0.3 0.2 0.0
C -1.8507 -7.1220 -4.0514 0.3 0.1 -0.2
O -2.0331 -5.4370 -2.3629 -0.3 0.0 0.2
O 2.9877 -1.9140 -3.7648 0.6 0.3 0.2
Si 4.3569 -2.8689 -3.7433 0.0 -0.4 0.1
C 3.6135 -4.6117 -3.6284 -0.2 0.0 -0.6
O 4.6452 -5.5733 -3.3278 0.2 0.4 0.7
C 4.2761 -6.6281 -2.5590 0.1 -0.2 -0.3
C 5.3350 -7.0159 -1.5591 0.2 0.2 -0.2
O 3.2253 -7.1913 -2.6891 -0.2 0.1 0.2
C 5.2432 -2.7301 -5.3968 -0.1 0.0 0.0
S 6.5960 -3.9430 -5.5353 0.1 0.1 0.0
C 5.7872 -5.3511 -6.3473 0.0 -0.2 -0.1
C 6.3433 -5.6549 -7.7476 -0.1 0.1 0.0
B 5.6502 -2.6563 -2.1615 0.1 0.1 -0.1
O 7.0034 -2.6836 -2.3491 0.0 0.5 0.0
O 5.2704 -2.5383 -0.8587 0.1 -0.5 0.1
C 4.0644 -3.1322 -0.4081 -0.1 0.2 0.1
C 3.9359 0.8456 -4.2564 0.1 0.2 0.5
Br 3.8417 0.5039 -6.1778 0.0 0.0 -0.1
C 5.3747 0.9271 -3.7679 0.3 0.0 -0.3
C 6.2178 1.9953 -4.4625 -0.2 0.0 -0.2
H 3.1529 -1.3546 2.0808 0.0 0.0 0.1
H 1.6498 -0.7936 1.3900 0.0 0.0 0.0
H 2.1547 -0.2550 3.0025 -0.2 0.1 -0.1
H 4.1880 0.3098 0.9316 0.0 0.1 -0.1
H 3.5473 1.4054 2.1266 0.0 0.0 0.0
H 2.4715 2.5020 0.4864 -0.3 0.0 -0.1
H 1.4571 1.0542 0.2279 -0.1 0.3 -0.1
H 2.7503 2.0394 -1.8156 0.0 0.0 0.0
H 4.1949 1.3791 -1.0013 0.0 0.3 -0.2
H 1.9801 -0.3991 -1.2853 0.2 -0.2 0.2
H 1.0967 0.3705 -4.9593 -0.1 0.0 0.0
H 0.6728 0.9945 -3.3864 0.0 0.0 0.0
H -0.7105 -0.8017 -2.9824 0.1 0.0 0.1
H 0.5079 -1.9768 -3.4025 0.0 0.0 0.0
H -0.4395 -2.3589 -5.4450 0.1 0.0 0.0
H -0.5921 -0.6503 -5.8034 0.0 0.0 0.0
H -2.7907 -1.7932 -5.7225 0.0 0.1 0.0
H -2.6693 -0.5271 -4.5130 0.0 0.0 0.0
H -1.8107 -2.8191 -3.0888 0.0 0.1 0.0
H -3.3904 -2.0689 -3.0245 0.0 0.0 0.1
H -3.8491 -3.6645 -5.1384 0.0 -0.1 0.0
H -3.9387 -4.2316 -3.4419 -0.1 0.0 -0.1
H -2.7202 -7.7180 -3.7745 0.0 0.0 0.0
H -0.9640 -7.5503 -3.5881 -0.1 -0.1 0.1
H -1.7381 -7.1290 -5.1320 0.0 0.0 0.0
H 3.1212 -4.8645 -4.5734 -0.1 -0.1 0.1
H 2.8442 -4.6288 -2.8534 0.0 -0.1 0.0
H 4.8625 -7.1314 -0.5859 0.0 -0.2 0.0
H 5.7972 -7.9559 -1.8581 -0.1 -0.1 0.1
H 6.1104 -6.2560 -1.4991 0.0 0.0 0.0
H 4.5190 -2.9115 -6.1946 0.1 0.1 -0.1
H 5.6810 -1.7517 -5.5929 -0.1 0.0 0.0
H 4.7256 -5.1170 -6.3928 0.0 0.0 0.0
H 5.8822 -6.2162 -5.6946 0.0 0.0 0.1
H 7.2150 -5.0392 -7.9605 0.1 -0.1 0.0
H 6.6224 -6.7040 -7.8372 0.0 0.0 0.0
H 5.6015 -5.4433 -8.5179 0.0 0.0 0.0
H 7.2760 -2.6068 -3.2681 0.0 -0.3 0.0
H 3.2015 -2.5362 -0.7043 -0.1 0.0 -0.1
H 4.0968 -3.1683 0.6785 0.0 0.0 0.0
H 3.9613 -4.1570 -0.7721 0.0 0.0 0.0
H 3.4788 1.8341 -4.1429 0.0 0.0 -0.1
H 5.8737 -0.0396 -3.8907 -0.1 0.0 0.1
H 5.3593 1.1535 -2.7003 -0.1 -0.2 0.0
H 5.6500 2.9242 -4.5552 0.1 0.1 0.1
H 7.1346 2.1924 -3.9089 0.0 0.0 0.0
H 6.4826 1.6916 -5.4752 0.0 0.0 0.0
C 2.6049 2.0198 7.5078 -0.2 0.3 0.0
C 3.1691 2.0731 6.1090 0.2 -0.2 0.1
O 2.1978 2.6141 5.1788 0.0 0.0 0.0
C 2.1392 3.9291 5.0842 0.0 0.0 -0.1
O 2.7963 4.7440 5.6603 0.0 0.0 0.0
C 1.0857 4.3122 4.0187 0.0 -0.1 0.1
F -0.0346 3.5932 4.1478 0.0 0.0 0.0
F 1.5847 4.0812 2.7963 0.0 0.0 -0.1
F 0.7625 5.5995 4.1064 0.1 0.0 0.0
H 1.6748 1.4533 7.5228 0.0 -0.1 0.0
H 3.3180 1.5429 8.1783 0.0 0.0 0.0
H 2.3965 3.0226 7.8812 0.1 0.0 0.0
H 3.3836 1.0771 5.7293 -0.1 0.0 0.0
H 4.0824 2.6641 6.0588 -0.1 0.1 0.0
C -2.3388 6.6300 3.7269 -0.2 0.1 -0.1
C -1.6988 6.5668 2.3605 0.2 -0.2 0.2
O -2.6129 7.0221 1.3325 0.0 0.0 0.0
C -2.6755 8.3280 1.1466 0.0 0.0 0.0
O -2.0704 9.1820 1.7241 0.0 0.0 0.0
C -3.6540 8.6424 -0.0115 0.0 0.0 0.1
F -4.7675 7.9083 0.0688 0.0 0.0 0.0
F -3.0608 8.3728 -1.1847 0.0 0.0 0.0
F -3.9933 9.9261 0.0019 0.0 0.0 0.0
H -3.2685 6.0609 3.7392 0.0 -0.1 0.0
H -1.6657 6.2138 4.4725 0.0 0.0 0.0
H -2.5680 7.6591 4.0035 0.1 0.0 0.0
H -1.4609 5.5430 2.0803 -0.1 0.0 -0.1
H -0.7834 7.1545 2.3121 -0.1 0.1 0.0
C -8.4276 -3.7195 1.3424 0.0 -0.1 -0.1
C -7.3867 -2.7760 0.7855 0.0 0.1 0.2
O -6.8869 -3.2453 -0.4880 0.0 0.0 0.0
C -7.6154 -2.9318 -1.5462 0.0 0.0 -0.1
O -8.6399 -2.3182 -1.5752 0.0 -0.1 0.0
C -6.9108 -3.4408 -2.8263 -0.1 0.1 0.1
F -6.4348 -4.6815 -2.6706 0.0 0.0 0.0
F -5.8793 -2.6302 -3.1063 0.0 0.0 -0.1
F -7.7456 -3.4383 -3.8567 0.0 0.0 0.0
H -8.0228 -4.7281 1.4257 0.0 0.0 0.0
H -8.7368 -3.3839 2.3321 0.0 0.0 0.0
H -9.3061 -3.7531 0.6991 0.0 0.0 0.0
H -6.5072 -2.7297 1.4234 0.0 -0.1 -0.1
H -7.7791 -1.7673 0.6635 0.0 0.0 -0.1
C -6.4714 3.8904 -4.5412 0.0 -0.1 0.1
C -5.2352 3.0252 -4.6197 0.0 0.1 -0.2
O -4.9908 2.3531 -3.3602 0.0 0.0 0.0
C -5.6604 1.2307 -3.1629 0.0 0.0 0.0
O -6.4401 0.7009 -3.8968 0.0 0.0 0.0
C -5.2511 0.6156 -1.8039 0.0 0.1 -0.1
F -5.1730 1.5364 -0.8401 0.0 0.0 0.0
F -4.0465 0.0371 -1.9277 0.0 0.0 0.1
F -6.1293 -0.3084 -1.4255 0.0 0.0 0.0
H -6.3854 4.6054 -3.7231 0.0 0.0 0.0
H -6.5950 4.4400 -5.4740 0.0 0.0 0.0
H -7.3613 3.2839 -4.3770 0.0 0.0 0.0
H -4.3411 3.6203 -4.7893 0.0 0.0 0.1
H -5.3116 2.2809 -5.4111 0.0 -0.1 0.1
C -0.3473 -3.7288 5.4950 0.0 0.1 0.1
C 1.0933 -4.1758 5.5815 -0.1 -0.2 -0.1
O 1.9211 -3.1477 6.1791 0.0 0.0 0.0
C 1.9440 -3.1132 7.5003 0.0 0.0 0.0
O 1.3673 -3.8274 8.2647 0.0 0.0 0.0
C 2.9015 -1.9917 7.9701 -0.1 -0.1 0.0
F 2.7327 -0.8743 7.2482 0.0 -0.1 0.0
F 4.1718 -2.3900 7.8255 0.0 0.0 0.0
F 2.6925 -1.6985 9.2468 0.0 0.0 0.0
H -0.4236 -2.7914 4.9438 0.0 0.0 0.0
H -0.9362 -4.4863 4.9786 0.0 0.0 0.0
H -0.7696 -3.5802 6.4881 0.0 0.0 0.0
H 1.5228 -4.3326 4.5951 0.0 0.1 0.0
H 1.1982 -5.0952 6.1554 0.0 0.1 0.1
C -1.8348 9.2156 8.7704 0.1 -0.1 0.0
C -3.2941 8.9111 8.5234 0.0 0.2 0.1
O -3.4500 7.6511 7.8269 0.0 0.0 0.0
C -3.4403 6.5645 8.5801 0.0 0.0 0.0
O -3.3223 6.4958 9.7671 0.0 0.0 0.0
C -3.6519 5.3166 7.6891 0.0 0.1 0.1
F -2.9244 5.3933 6.5690 0.0 -0.1 0.0
F -4.9429 5.2219 7.3429 0.0 0.0 0.0
F -3.3079 4.2129 8.3413 0.0 0.0 0.0
H -1.2798 9.2119 7.8324 0.0 0.1 0.0
H -1.7372 10.1988 9.2299 0.0 0.0 0.0
H -1.3901 8.4773 9.4367 0.0 0.0 0.0
H -3.7493 9.6458 7.8637 0.0 -0.1 -0.1
H -3.8633 8.8782 9.4511 0.0 -0.1 0.0
```
Forces are in eV/Å.

spin multiplicity = 1
net charge = 0
HOMO level = -8.35 eV
E_tot = -8657.2882 a.u.

=====

C50H52N5O3RbS2 | ωB97M-V/def2-TZVPD

```
113
Properties=species:S:1:pos:R:3:forces:R:3
Rb -0.9108 -1.1826 0.3495 -0.1 0.2 1.4
C 1.4212 1.5885 1.4549 -0.1 0.0 0.0
N 0.6243 1.2907 2.6323 0.0 0.1 0.0
C 1.3136 0.3864 3.5542 0.0 0.0 0.0
C 1.6700 -1.0019 3.0120 -0.1 0.0 0.0
N 0.5897 -1.9670 3.0469 -0.1 0.0 -0.1
C 0.1330 -2.2335 4.4057 0.0 0.0 0.0
C 0.7504 -3.1314 2.2384 0.0 0.0 0.1
C 2.0108 -3.4781 1.7473 0.0 0.1 0.0
C 2.2043 -4.5323 0.8662 0.0 0.0 0.0
C 1.1062 -5.2857 0.4825 0.0 0.0 0.0
C -0.1465 -4.9844 0.9942 0.0 0.1 0.0
C -0.3894 -3.9162 1.8796 0.1 -0.1 0.1
S -2.0264 -3.6001 2.4217 0.1 0.0 -0.2
C 0.1525 2.4541 3.3320 0.1 -0.1 0.0
C 0.9096 3.6221 3.3280 0.0 0.0 0.0
C 0.4886 4.7813 3.9706 0.0 0.0 0.0
C -0.7233 4.7556 4.6460 0.0 0.0 0.0
C -1.4803 3.5947 4.6703 0.0 0.0 0.0
C -1.0879 2.4012 4.0260 0.0 0.1 0.0
S -2.1231 1.0060 4.0249 0.0 0.1 0.0
H 2.4722 1.8418 1.6852 0.0 0.0 0.0
H 0.9754 2.4259 0.9184 0.0 0.0 0.0
H 1.4266 0.7350 0.7816 0.1 -0.1 -0.1
H 0.6955 0.2930 4.4461 0.0 0.0 0.0
H 2.2665 0.8599 3.8623 0.0 0.0 0.0
H 2.5287 -1.3534 3.6187 0.0 0.0 0.0
H 2.0297 -0.9161 1.9841 0.0 0.0 0.0
H 1.0015 -2.3878 5.0723 0.0 0.0 0.0
H -0.4930 -3.1210 4.4100 0.0 0.0 0.0
H -0.4747 -1.4084 4.7769 0.0 0.0 0.0
H 2.8698 -2.8918 2.0470 0.0 0.0 0.0
H 3.1921 -4.7369 0.4694 0.0 0.0 0.0
H 1.2198 -6.0951 -0.2310 0.0 0.0 0.0
H -1.0103 -5.5634 0.6902 0.0 0.0 0.0
H 1.8509 3.6399 2.7930 0.0 0.0 0.0
H 1.0924 5.6805 3.9329 0.0 0.0 0.0
H -1.0829 5.6449 5.1545 0.0 0.0 0.0
H -2.4316 3.5758 5.1892 0.0 0.0 0.0
N -2.2310 2.8927 1.1025 -0.3 -0.1 0.0
C -1.5637 3.7888 0.3285 0.1 0.1 0.0
C -1.4100 5.1208 0.6614 0.0 0.0 0.0
C -0.7649 6.0110 -0.2144 0.0 0.0 0.0
C -0.2589 5.6032 -1.4191 0.0 0.0 0.0
C -0.3660 4.2373 -1.7803 0.0 0.0 0.0
C 0.1665 3.6996 -2.9754 0.0 0.0 0.0
C 0.0618 2.3641 -3.2274 0.0 0.0 0.0
C -0.5797 1.5331 -2.2799 0.0 0.0 0.0
N -1.0963 1.9986 -1.1711 0.0 -0.1 0.0
C -1.0042 3.3281 -0.9122 0.0 0.0 0.0
H -2.3345 3.0877 2.0882 0.1 0.0 0.0
H -2.0313 1.9196 0.9165 0.1 0.0 0.0
H -1.7754 5.4665 1.6210 0.0 0.0 0.0
H -0.6630 7.0481 0.0845 0.0 0.0 0.0
H 0.2390 6.2957 -2.0872 0.0 0.0 0.0
H 0.6695 4.3625 -3.6719 0.0 0.0 0.0
H 0.4797 1.9260 -4.1243 0.0 0.0 0.0
H -0.6345 0.4585 -2.4345 0.0 0.0 0.0
C -8.9846 1.5552 -2.8410 0.0 0.0 0.0
C -7.7391 1.2990 -2.0354 0.0 0.0 0.0
C -7.4649 2.0322 -0.8905 0.0 0.0 0.0
C -6.3219 1.7967 -0.1348 0.0 0.0 0.0
C -6.0703 2.6404 1.0932 0.0 0.0 0.0
C -5.4283 0.7985 -0.5494 0.1 0.0 0.0
C -4.2153 0.5711 0.2701 0.1 0.0 0.1
O -3.2703 -0.1066 -0.0656 -0.6 0.2 -0.1
C -5.6783 0.0514 -1.7141 0.0 0.0 0.0
C -4.7474 -1.0235 -2.2059 0.0 0.0 0.0
C -6.8378 0.3173 -2.4300 0.0 0.0 0.0
H -9.5615 2.3800 -2.4234 0.0 0.0 0.0
H -9.6237 0.6700 -2.8614 0.0 0.0 0.0
H -8.7368 1.8021 -3.8752 0.0 0.0 0.0
H -8.1540 2.8097 -0.5772 0.0 0.0 0.0
H -6.8333 3.4148 1.1723 0.0 0.0 0.0
H -5.0925 3.1231 1.0614 0.0 0.0 0.0
H -6.0983 2.0439 2.0065 0.0 0.0 0.0
H -4.1902 1.0708 1.2491 0.0 0.0 0.0
H -3.7638 -0.6219 -2.4469 0.0 0.0 0.0
H -5.1668 -1.4984 -3.0934 0.0 0.0 0.0
H -4.5765 -1.7830 -1.4426 0.0 0.0 0.0
H -7.0402 -0.2596 -3.3270 0.0 0.0 0.0
C 7.7903 -0.5580 -0.0875 0.0 0.0 0.0
C 7.0080 -1.2129 -1.1969 0.0 0.0 0.0
C 7.5946 -1.3827 -2.4471 0.0 0.0 0.0
C 6.8727 -1.9686 -3.4758 0.0 0.0 0.0
C 5.5700 -2.3835 -3.2692 0.0 -0.1 0.0
C 4.9691 -2.2396 -2.0136 -0.1 0.0 0.0
N 3.6507 -2.5961 -1.7622 0.1 -0.1 -0.2
C 2.8414 -3.4484 -2.5019 0.0 0.0 0.1
C 3.3481 -4.5889 -3.1364 0.0 0.0 0.0
C 2.5041 -5.4688 -3.7908 0.0 0.0 0.0
C 1.1348 -5.2388 -3.8250 0.0 0.0 0.0
C 0.6292 -4.1156 -3.1891 0.0 0.0 0.0
C 1.4518 -3.2142 -2.5283 0.0 0.0 0.0
C 0.8016 -2.0218 -1.8376 0.1 -0.1 -0.4
O -0.3895 -1.7734 -2.1270 0.2 -0.2 -0.6
O 1.4953 -1.3707 -1.0057 0.1 0.1 -0.1
C 5.7024 -1.6507 -0.9649 0.0 0.1 0.1
C 5.0665 -1.4739 0.3895 0.0 0.0 0.0
H 8.7515 -0.1985 -0.4554 0.0 0.0 0.0
H 7.9806 -1.2545 0.7327 0.0 0.0 0.0
H 7.2468 0.2890 0.3357 0.0 0.0 0.0
H 8.6103 -1.0420 -2.6132 0.0 0.0 0.0
H 7.3205 -2.0828 -4.4562 0.0 0.0 0.0
H 4.9961 -2.7988 -4.0849 0.0 0.0 0.0
H 3.0660 -1.9599 -1.2044 0.0 0.0 0.0
H 4.4076 -4.7989 -3.0758 0.0 0.0 0.0
H 2.9208 -6.3526 -4.2609 0.0 0.0 0.0
H 0.4717 -5.9324 -4.3266 0.0 0.0 0.0
H -0.4319 -3.9038 -3.1838 0.0 0.0 0.0
H 4.2125 -2.1381 0.5093 0.0 0.0 0.0
H 4.7065 -0.4510 0.5353 0.0 0.0 0.0
H 5.7773 -1.6841 1.1899 0.0 0.0 0.0
```
Forces are in eV/Å.

spin multiplicity = 1
net charge = -2
HOMO level = -1.29 eV
E_tot = -3256.6681 a.u.

=====

C6H12O | ωB97M-V/def2-TZVPD

```
19
Properties=species:S:1:pos:R:3:forces:R:3
C -2.1128 -1.4261 0.2788 -0.1 0.0 0.0
C -0.6832 -1.3321 -0.2501 0.0 -0.1 -0.1
C 0.0157 -0.0178 0.1337 0.0 0.1 -0.1
C 1.4820 -0.0146 -0.3283 0.1 -0.1 -0.1
C 2.2414 1.2403 0.0976 0.0 0.1 0.0
C -0.6903 1.0965 -0.5973 0.0 0.0 0.4
O -1.1710 1.9365 0.3003 0.0 0.0 -0.3
H -2.5749 -2.3798 0.0029 0.1 0.1 0.1
H -2.1337 -1.3402 1.3717 0.0 0.0 -0.2
H -2.7382 -0.6233 -0.1291 0.1 -0.1 0.1
H -0.0869 -2.1697 0.1344 -0.1 0.1 0.0
H -0.6850 -1.4168 -1.3440 0.0 0.0 0.1
H -0.0252 0.1149 1.2285 0.0 0.0 -0.1
H 1.5018 -0.1076 -1.4214 0.0 0.0 0.1
H 1.9762 -0.9065 0.0788 -0.1 0.1 0.0
H 3.2848 1.2038 -0.2334 -0.2 0.0 0.1
H 2.2332 1.3527 1.1884 0.0 0.0 -0.2
H 1.7881 2.1413 -0.3321 0.1 -0.1 0.1
H -1.6219 2.6486 -0.1795 0.1 -0.1 0.1
```
Forces are in eV/Å.

spin multiplicity = 1
net charge = 0
HOMO level = -8.50 eV
E_tot = -310.9671 a.u.

=====

> The lowest net charge belongs to which entry?

C50H52N5O3RbS2

=====

Copy entry 3 word for word.
C6H12O | ωB97M-V/def2-TZVPD

```
19
Properties=species:S:1:pos:R:3:forces:R:3
C -2.1128 -1.4261 0.2788 -0.1 0.0 0.0
C -0.6832 -1.3321 -0.2501 0.0 -0.1 -0.1
C 0.0157 -0.0178 0.1337 0.0 0.1 -0.1
C 1.4820 -0.0146 -0.3283 0.1 -0.1 -0.1
C 2.2414 1.2403 0.0976 0.0 0.1 0.0
C -0.6903 1.0965 -0.5973 0.0 0.0 0.4
O -1.1710 1.9365 0.3003 0.0 0.0 -0.3
H -2.5749 -2.3798 0.0029 0.1 0.1 0.1
H -2.1337 -1.3402 1.3717 0.0 0.0 -0.2
H -2.7382 -0.6233 -0.1291 0.1 -0.1 0.1
H -0.0869 -2.1697 0.1344 -0.1 0.1 0.0
H -0.6850 -1.4168 -1.3440 0.0 0.0 0.1
H -0.0252 0.1149 1.2285 0.0 0.0 -0.1
H 1.5018 -0.1076 -1.4214 0.0 0.0 0.1
H 1.9762 -0.9065 0.0788 -0.1 0.1 0.0
H 3.2848 1.2038 -0.2334 -0.2 0.0 0.1
H 2.2332 1.3527 1.1884 0.0 0.0 -0.2
H 1.7881 2.1413 -0.3321 0.1 -0.1 0.1
H -1.6219 2.6486 -0.1795 0.1 -0.1 0.1
```
Forces are in eV/Å.

spin multiplicity = 1
net charge = 0
HOMO level = -8.50 eV
E_tot = -310.9671 a.u.

=====

> Look up the HOMO level of the second one.

-1.29 eV